Entry 1:
Below is the molecule C22H26O7, with properties calculated with wB97M-V/def2-TZVPD.

```
55
C22H26O7 (wB97M-V/def2-TZVPD)
C -3.75612 -0.72027 0.73756
C -2.93097 -0.52503 2.00423
H -2.40696 0.43108 1.97976
H -3.60535 -0.50903 2.86350
C -1.90841 -1.65272 2.20187
C -0.62280 -1.46514 1.44201
C 0.39031 -0.66093 1.97838
C 1.64305 -0.60589 1.35891
C 1.88172 -1.32781 0.21714
C 0.87477 -2.08498 -0.38640
C -0.40209 -2.11796 0.22763
O -1.41271 -2.81977 -0.30938
H -1.11459 -3.15831 -1.18281
C 1.12352 -2.84048 -1.60174
O 0.19740 -3.21097 -2.33774
C 2.53864 -3.20654 -1.94044
H 3.04107 -2.32362 -2.33091
H 2.53541 -3.97477 -2.71049
H 3.07094 -3.55882 -1.06143
H 2.85134 -1.26937 -0.24810
H 2.44509 -0.02170 1.77895
O 0.06738 0.00039 3.11400
C 0.98474 0.87472 3.73077
C 1.23769 2.18792 2.97751
C -0.05309 2.93529 2.62385
O -0.79441 2.31435 1.60165
C -0.30896 2.29453 0.32207
C -1.00053 1.47023 -0.56038
C -0.62221 1.35522 -1.88082
C 0.47018 2.07156 -2.35725
C 1.14977 2.91321 -1.48443
C 0.76966 3.02852 -0.15933
H 1.32436 3.69947 0.47855
H 1.98884 3.47620 -1.86103
O 0.92725 2.02540 -3.65046
C 0.43704 0.99354 -4.46635
C 0.69043 -0.37658 -3.83929
O 1.60939 -0.59805 -3.09573
O -0.21020 -1.27448 -4.20082
H -0.07947 -2.12658 -3.71506
H 1.00489 1.06057 -5.39952
H -0.63051 1.10757 -4.69337
H -1.19347 0.70263 -2.52182
H -1.84683 0.92047 -0.18985
H -0.72912 2.94362 3.48349
H 0.18188 3.97414 2.35608
H 1.85212 2.82366 3.61700
H 1.78442 1.99375 2.05453
H 1.94134 0.36735 3.91637
H 0.52083 1.09853 4.69644
H -2.35787 -2.59889 1.89772
H -1.65191 -1.70807 3.26172
H -4.39459 -1.59607 0.83541
H -3.11380 -0.87724 -0.12464
H -4.38850 0.14614 0.55250
```

## Properties
E (eV): -37568.9466

Entry 2:
Below is the molecule C22H26O7, with properties calculated with wB97M-V/def2-TZVPD.

```
55
C22H26O7 (wB97M-V/def2-TZVPD)
C 4.03377 -0.44124 -2.91809
C 2.81233 0.05552 -2.91502
C 2.50350 1.51825 -3.01449
H 3.40617 2.10608 -3.18968
H 1.76753 1.70005 -3.80648
O 1.96996 2.00360 -1.77368
C 0.66291 1.90562 -1.57491
O -0.12581 1.47585 -2.37811
C 0.31208 2.42163 -0.18813
C -0.71458 3.54018 -0.31257
O -0.39423 4.69366 -0.20659
C -2.10852 3.07870 -0.62633
H -2.78669 3.92955 -0.55851
H -2.10281 2.69086 -1.64742
C -2.57931 1.96712 0.32505
O -2.60356 2.51147 1.62091
H -2.70519 1.78381 2.25544
C -3.97847 1.49189 -0.09144
H -4.66738 2.33262 -0.07438
H -4.34422 0.73851 0.60337
H -3.95860 1.06706 -1.09112
C -1.57596 0.78733 0.23452
C -2.03441 -0.32752 1.14824
O -2.26727 -0.17871 2.32568
O -2.15827 -1.47869 0.50238
C -2.58475 -2.62125 1.25588
C -4.07821 -2.67696 1.35825
C -4.81143 -3.67899 0.91422
H -5.88273 -3.68542 1.01530
H -4.36830 -4.53973 0.44122
H -4.53171 -1.81704 1.83195
H -2.14488 -2.55767 2.25898
H -2.18797 -3.48653 0.72273
H -1.54581 0.42714 -0.79390
C -0.19161 1.25821 0.69665
C 0.85894 0.17296 0.71310
C 1.92662 0.28874 1.59212
C 2.96236 -0.62849 1.60418
C 2.94437 -1.70190 0.72152
C 1.86689 -1.83485 -0.15329
C 0.84644 -0.90760 -0.16274
H 0.03645 -1.03778 -0.86268
H 1.85778 -2.67621 -0.82823
O 3.90742 -2.65993 0.63038
C 5.03265 -2.56208 1.46948
H 5.58423 -1.63288 1.29403
H 4.75400 -2.62603 2.52624
H 5.66578 -3.41022 1.21364
H 3.77271 -0.49294 2.30269
H 1.95496 1.11698 2.28567
H -0.30140 1.65618 1.71250
H 1.22903 2.83384 0.24312
H 1.94835 -0.58337 -2.80418
H 4.21453 -1.49826 -2.82927
H 4.90232 0.18888 -3.01820
```

## Properties
E (eV): -37567.9530

Entry 3:
Below is a structure of composition C22H27BaBr2N5OS at a distorted geometry, with properties calculated with wB97M-V/def2-TZVPD.

```
59
C22H27BaBr2N5OS (wB97M-V/def2-TZVPD)
Ba 0.05214 0.18460 0.55422
N -1.31006 2.22940 2.00172
C -2.71396 1.89120 2.18462
C -3.27616 1.33080 0.87832
N -2.67126 0.06290 0.50132
C -3.31336 -1.14060 0.99842
C -2.60136 -1.71460 2.23172
N -1.22996 -2.08530 1.90532
H -0.91766 2.59660 2.86272
H -1.24596 2.96330 1.30412
H -3.32306 2.76240 2.47432
H -2.78046 1.14790 2.98122
H -3.04936 2.05260 0.09012
H -4.37056 1.24780 0.96332
H -2.65986 0.03290 -0.50858
H -3.28416 -1.90620 0.21542
H -4.36816 -0.95750 1.25832
H -3.18956 -2.57010 2.60122
H -2.56156 -0.96070 3.01842
H -1.22746 -2.95930 1.38432
H -0.70026 -2.24490 2.75552
Br -2.14096 3.30500 -2.83908
C -0.42266 2.56990 -3.17468
C 0.25454 2.85070 -4.34828
C 1.49084 2.28790 -4.56878
Br 2.40844 2.73130 -6.18318
C 2.05784 1.38610 -3.64738
C 3.28714 0.72140 -3.81658
C 3.69704 -0.19430 -2.88388
C 2.88564 -0.42760 -1.76568
N 1.75994 0.20720 -1.55088
C 1.33214 1.10010 -2.45588
C 0.07694 1.74510 -2.15828
O -0.52526 1.54980 -1.06338
H -0.17976 3.50960 -5.08598
H 3.88504 0.94180 -4.69058
H 4.62624 -0.73120 -3.00038
H 3.17194 -1.15430 -1.01698
N 5.76624 -0.10220 6.19622
C 4.97544 -0.03100 5.36662
C 3.99674 0.05990 4.35572
C 2.64514 -0.07960 4.67192
C 1.69584 0.01890 3.67342
C 2.00514 0.25330 2.32502
C 3.37704 0.39050 2.05852
C 4.35574 0.29900 3.03022
H 2.35404 -0.26590 5.69732
H 0.65524 -0.08750 3.96262
H 3.69804 0.58310 1.04132
H 5.40294 0.40850 2.77752
C -2.67156 -1.81570 -3.19518
S -1.12516 -2.10960 -2.29838
C -1.27116 -3.90140 -2.03568
H -2.61406 -2.25270 -4.18798
H -2.79456 -0.74110 -3.27358
H -3.50426 -2.24390 -2.64338
H -2.24736 -4.13270 -1.61528
H -0.48916 -4.18290 -1.33688
H -1.13306 -4.42870 -2.97618
```

## Properties
E (eV): -184364.6811

So what do the calculations give for LUMO? Going down the list: 0.3, 0.7, -0.1 eV.